# 1
91
Properties=species:S:1:pos:R:3:forces:R:3 method="wB97M-V/def2-TZVPD" homo_lumo_gap_ev=5.02 charge=+2 homo_ev=-12.976
Ti -1.202 -0.091 0.441 -1.7643 0.6433 0.1515
N -3.100 1.035 1.672 0.5858 -0.0954 -0.5319
C -2.498 1.504 0.479 0.4368 0.1245 -0.4552
C -3.088 2.204 -0.475 0.0385 0.2344 -0.1302
C -2.728 2.348 -1.924 0.1422 -0.0774 -0.1106
C -0.656 2.485 -2.611 -0.0975 0.0521 -0.0188
C 0.134 2.225 -1.364 -0.2933 0.0205 -0.6709
C -0.202 1.089 -0.785 0.5932 0.2123 1.4222
P 0.348 -1.766 -1.444 -0.4409 0.1160 -0.8200
C 1.604 -2.271 -2.634 0.3181 -0.0806 0.2816
C 1.352 -3.283 -3.563 0.1610 0.0915 0.0359
C 2.300 -3.562 -4.539 -0.0146 0.0005 0.0234
C 3.495 -2.852 -4.575 -0.0312 -0.0056 0.0244
C 3.751 -1.855 -3.641 0.0440 -0.0297 -0.0446
C 2.808 -1.564 -2.671 -0.0486 -0.0078 -0.0204
C -0.715 -3.218 -1.293 -0.0881 -0.0619 -0.0309
C -0.295 -4.185 -0.376 -0.0291 -0.0952 0.0137
C -1.044 -5.339 -0.182 0.0391 0.0812 -0.0243
C -2.223 -5.522 -0.895 -0.0266 -0.0222 -0.0180
C -2.644 -4.560 -1.806 0.0117 -0.0202 0.0300
C -1.894 -3.410 -2.008 -0.0106 -0.0824 -0.0020
H -2.997 1.702 2.424 0.1101 -0.0929 0.3253
H -4.078 0.827 1.536 -0.2540 -0.2763 0.1309
H -4.043 2.661 -0.220 -0.0210 0.0704 0.0008
H -3.669 2.375 -2.464 -0.1380 -0.0367 -0.0258
H -0.048 2.632 -3.503 -0.0095 -0.0262 -0.0050
H 0.868 2.932 -0.994 -0.0900 -0.0377 0.0211
H 0.430 -3.848 -3.533 0.0034 0.0134 0.0185
H 2.106 -4.340 -5.269 0.0281 0.0767 0.0766
H 4.234 -3.081 -5.333 -0.0279 0.0032 0.0190
H 4.688 -1.310 -3.670 -0.0607 -0.0284 -0.0114
H 3.002 -0.776 -1.951 -0.0139 -0.0548 -0.0162
H 0.644 -4.058 0.160 -0.0434 -0.0098 -0.0011
H -0.705 -6.097 0.514 -0.0084 0.0346 -0.0262
H -2.810 -6.423 -0.747 0.0648 0.1025 -0.0148
H -3.557 -4.712 -2.368 0.0243 0.0045 0.0093
H -2.217 -2.670 -2.729 -0.0129 0.0198 0.0140
Br -3.093 4.233 -6.365 -0.0455 0.0365 -0.1313
C -2.569 3.344 -4.783 -0.0813 -0.4209 -0.2360
C -2.570 1.864 -4.918 -0.0169 0.1938 -0.0297
C -2.211 0.966 -4.002 0.0115 0.0040 0.1352
C -1.736 1.350 -2.629 0.0852 0.3054 0.1235
C -1.803 3.521 -2.397 -0.0133 -0.0477 -0.2278
C -2.260 4.090 -3.727 0.1913 0.0168 0.5576
C -1.203 0.220 -1.783 0.3058 -0.6229 0.0574
O -2.113 -0.523 -1.005 -0.2732 -0.3403 -0.7190
O -0.420 -0.690 -2.490 -0.2264 0.0685 0.2047
H -2.904 1.492 -5.879 0.0161 0.0669 0.0415
H -2.263 -0.090 -4.252 0.0335 0.1340 0.0548
H -1.609 4.305 -1.669 -0.0242 0.0452 -0.0222
H -2.311 5.169 -3.818 0.0143 -0.0794 0.0429
C 1.665 3.346 2.093 0.0243 0.3274 0.2227
C 0.767 2.449 2.955 -0.1342 0.2097 -0.0792
C -0.651 3.035 2.937 -0.0435 0.1639 0.2369
C 1.301 2.424 4.409 0.0472 0.1500 0.1779
Si 0.843 0.692 2.373 0.8169 -0.2729 0.3333
C 2.503 0.087 1.709 -0.1351 -0.3099 -0.1812
C 2.553 -1.404 1.320 0.2595 0.1085 -0.0251
C 2.924 0.873 0.461 0.3495 0.1689 -0.0049
C 3.514 0.354 2.854 0.1921 -0.0664 0.0173
C -0.258 -0.601 3.371 -0.6590 0.1884 -0.8580
C -0.870 -1.752 2.522 1.0579 0.1814 0.4033
C -1.384 0.037 4.194 0.1689 -0.1797 0.3755
C 0.751 -1.181 4.383 -0.0105 0.0636 0.2107
H 1.589 4.369 2.477 0.0024 -0.0719 -0.0412
H 1.349 3.361 1.049 -0.0051 0.0095 0.0614
H 2.717 3.064 2.139 -0.1099 0.0971 0.0626
H -0.591 4.078 3.267 -0.0295 -0.0713 -0.0134
H -1.323 2.522 3.628 0.0633 0.1333 -0.1347
H -1.079 3.036 1.935 -0.0013 0.0135 -0.0924
H 1.271 3.454 4.786 0.0060 -0.1162 -0.0319
H 2.336 2.082 4.481 -0.1594 0.0796 0.0116
H 0.693 1.818 5.086 0.0622 0.1173 -0.0739
H 1.824 -1.657 0.553 0.0675 0.0774 0.1096
H 2.438 -2.089 2.149 -0.0747 -0.1290 0.3017
H 3.544 -1.601 0.894 -0.0952 0.0094 0.0641
H 2.220 0.744 -0.357 -0.0173 -0.0723 -0.0377
H 3.898 0.491 0.137 -0.0647 0.0437 0.0386
H 3.041 1.939 0.648 0.0428 -0.1942 -0.1372
H 3.260 -0.151 3.792 0.0639 0.0742 -0.1583
H 3.648 1.417 3.061 0.0336 -0.1330 -0.0753
H 4.484 -0.038 2.526 -0.1026 0.0418 0.0448
H -1.591 -1.401 1.788 -0.7697 -0.3875 0.1028
H -1.482 -2.422 3.126 0.0037 0.0319 0.1619
H -0.106 -2.349 2.029 0.0239 -0.0862 -0.1550
H -2.245 0.291 3.600 -0.1042 -0.0215 -0.0363
H -1.056 0.915 4.746 -0.0301 -0.1272 0.0341
H -1.702 -0.702 4.937 -0.0119 0.0314 -0.0387
H 1.655 -1.592 3.964 0.1839 -0.1740 -0.2157
H 0.231 -1.989 4.910 0.0687 0.0763 0.0067
H 1.031 -0.428 5.126 -0.0335 -0.1046 -0.0586

# 2
19
Properties=species:S:1:pos:R:3:forces:R:3 method="wB97M-V/def2-TZVPD" s2=0.7508 homo_lumo_gap_ev="1.85 / 7.88" charge=-1 homo_ev="1.475 / -4.585" spin_multiplicity=2
C -1.086 -0.889 2.249 0.1631 0.5481 -0.5336
S -2.807 -0.750 1.692 0.1221 -0.0395 0.1337
C -2.580 -0.836 -0.110 -0.4355 0.8707 -0.1641
H -0.530 -1.495 1.534 0.0119 -0.3277 0.2916
H -1.118 -1.297 3.246 0.1337 -0.2731 0.1595
H -0.563 0.074 2.282 -0.2467 0.0083 0.0465
H -2.793 0.147 -0.549 -0.0346 -0.2088 0.1039
H -1.580 -1.096 -0.450 0.1544 -0.3880 0.2389
H -3.339 -1.525 -0.465 0.1490 -0.1575 -0.2525
C 1.630 1.007 -2.026 -1.0425 0.7904 0.0881
C 1.407 1.136 -0.526 -0.0462 -0.3252 0.3326
N 1.639 -0.156 0.157 -0.2666 0.2065 -0.8760
H 1.273 0.035 -2.363 0.3483 -0.1633 -0.1382
H 0.999 1.737 -2.553 0.1463 -0.1140 0.1074
H 2.644 1.255 -2.306 0.4231 -0.4758 -0.1499
H 2.066 1.888 -0.107 0.2068 0.4066 -0.0255
H 0.389 1.487 -0.332 -0.0328 -0.2210 0.0511
H 2.266 -0.699 -0.417 0.1367 -0.1720 0.0548
H 2.083 -0.022 1.043 0.1096 0.0354 0.5317

# 3
73
Properties=species:S:1:pos:R:3:forces:R:3 method="wB97M-V/def2-TZVPD" homo_lumo_gap_ev=6.84 charge=+3 homo_ev=-15.850
Zr 0.082 -0.452 -0.163 0.8955 -0.4386 -0.3482
C 2.910 -2.327 2.920 -0.0039 -0.1613 -0.0529
C 1.693 -1.823 2.221 -0.0368 -0.2734 -0.4006
N 1.368 -2.074 0.990 -0.0827 0.5341 0.5294
N 2.111 -2.926 0.229 1.0645 -0.7661 -0.1803
C 1.548 -3.524 -0.872 -0.0835 -0.0749 0.3639
N 2.221 -4.506 -1.463 0.0363 0.2195 0.2133
S 0.049 -3.026 -1.419 -0.2055 0.2543 0.1147
C 0.748 -0.954 2.946 -0.3464 0.3638 0.3382
C 0.748 -0.866 4.336 0.0135 -0.0476 -0.5090
C -0.124 0.011 4.964 -0.2220 0.1557 -0.3232
C -0.980 0.770 4.179 0.2700 -0.2417 0.0474
C -0.952 0.594 2.802 -0.1327 -0.0148 -0.1420
N -0.120 -0.247 2.183 0.0740 -0.0761 0.7332
H 3.750 -2.469 2.240 0.0013 -0.0147 0.0057
H 2.712 -3.274 3.430 -0.0115 -0.0382 -0.0383
H 3.231 -1.612 3.674 -0.0056 0.0194 -0.0248
H 2.959 -3.327 0.637 -0.4163 0.1414 -0.1148
H 3.100 -4.870 -1.125 -0.0089 0.0065 0.0425
H 1.789 -4.986 -2.239 0.0512 0.0751 0.0077
H 1.401 -1.480 4.934 0.1704 -0.0425 0.0001
H -0.128 0.100 6.039 -0.0171 0.0110 0.0960
H -1.663 1.473 4.626 -0.0911 0.0991 -0.0167
H -1.631 1.156 2.163 0.0984 -0.0521 0.1176
C 3.046 1.406 -4.536 -0.1179 0.2025 -0.3873
N 2.956 0.838 -3.198 -0.4345 -0.1964 0.2049
C 4.079 1.059 -2.296 0.3166 -0.0401 0.3795
C 1.860 0.210 -2.758 0.1463 -0.1947 -0.1666
N 1.765 -0.402 -1.599 0.6143 0.2369 -0.0779
N 0.779 0.188 -3.628 0.1514 0.1869 -0.4196
C -0.531 -0.135 -3.367 0.0540 0.2055 -0.0994
N -1.322 -0.196 -4.447 -0.0533 -0.0449 0.0152
N -0.967 -0.303 -2.149 -0.5520 -0.0166 -0.1155
H 4.045 1.808 -4.692 -0.1073 -0.1221 0.0388
H 2.341 2.232 -4.654 -0.0068 0.0190 -0.0746
H 2.879 0.652 -5.310 0.0460 0.0078 0.0147
H 4.735 1.814 -2.724 -0.0697 -0.0807 -0.0108
H 4.664 0.148 -2.155 0.0132 0.0001 0.0047
H 3.735 1.437 -1.330 -0.0106 -0.0804 -0.0876
H 2.671 -0.406 -1.123 -0.4402 0.2124 -0.2278
H 0.990 0.478 -4.575 -0.1561 -0.0147 0.2047
H -0.983 -0.100 -5.390 0.1041 -0.0156 0.0410
H -2.312 -0.366 -4.357 0.0570 0.0146 0.0817
H -1.966 -0.527 -2.172 0.2710 0.0154 0.1230
F 2.946 3.814 1.546 0.1799 0.0712 -0.2450
C 1.686 4.114 1.853 -0.0853 -0.1677 0.3379
F 1.413 3.498 3.026 -0.0395 0.0223 0.0256
F 1.605 5.418 2.058 -0.0837 0.2459 -0.0853
C 0.688 3.639 0.821 -0.1100 -0.0639 -0.0125
C -0.299 4.476 0.345 0.2420 -0.3635 -0.0138
C -1.287 3.948 -0.492 0.0971 -0.4002 -0.0086
C -1.269 2.597 -0.761 -0.5309 0.4227 -0.2500
N -0.321 1.757 -0.295 0.4228 0.5087 0.5736
C 0.692 2.276 0.452 -0.1018 0.6013 -0.0142
S 1.935 1.182 0.884 0.1366 -0.4187 -0.0145
H -0.307 5.522 0.611 0.0173 0.0768 0.0726
H -2.059 4.585 -0.892 -0.0976 -0.0641 -0.0865
H -2.050 2.166 -1.379 0.0612 -0.0877 0.0364
N -6.447 0.193 0.601 -0.4006 0.0679 0.1127
C -5.293 0.031 -0.044 0.3990 -0.2595 0.2036
O -4.976 0.575 -1.084 0.0038 0.2960 -0.2421
C -4.265 -0.909 0.559 0.1952 -0.0732 -0.0988
C -4.494 -2.159 1.127 0.2878 0.3226 -0.1806
C -3.391 -2.965 1.388 0.1900 0.1739 0.0081
C -2.119 -2.516 1.073 -0.0335 -0.5620 0.3450
N -1.886 -1.308 0.544 -1.0599 -0.1774 -0.2019
C -2.948 -0.530 0.315 -0.3730 0.1748 -0.0503
H -7.150 0.802 0.205 0.0603 -0.0716 -0.0141
H -6.647 -0.243 1.484 0.0192 -0.0035 0.0022
H -5.491 -2.525 1.327 -0.0824 0.0245 -0.0141
H -3.529 -3.945 1.816 0.0853 -0.1094 0.0252
H -1.248 -3.142 1.248 -0.1860 0.0661 -0.0671
H -2.773 0.458 -0.108 -0.0502 -0.1850 -0.0432

Summary of DFT total energy in eV
-155021.6676 -16682.1807 -76390.7845
(order as listed above)
Summary of ΔE to the lowest compared entry with this formula, charge and spin in eV
8.073 0.658 1.025
(order as listed above)